Record 1
The following is a quantum chemistry calculation of one molecule with the formula C2H3N3O at a distorted geometry, from the OMol25 dataset.

XYZ file:
```
9
Properties=species:S:1:pos:R:3:nbo_charge:R:1
N -1.476 -0.017 0.163 -0.810
C -0.324 -0.705 -0.065 0.647
C 0.833 0.167 -0.500 -0.390
N 1.599 0.698 0.398 0.077
N 2.257 1.181 1.190 -0.002
O -0.231 -1.909 0.058 -0.574
H -2.311 -0.545 0.375 0.404
H -1.560 0.952 -0.094 0.402
H 1.237 0.103 -1.501 0.247
```

## Properties
Energy above the lowest of the compared OMol25 structures with the same formula, charge and spin: 155.71 kJ/mol
Gap between HOMO and LUMO: 9.4 eV
LUMO energy: 0.594 eV

=====

Record 2
The following is a quantum chemistry calculation of one molecule with the formula C2H3N3O at a distorted geometry, from the OMol25 dataset.

XYZ file:
```
9
Properties=species:S:1:pos:R:3:nbo_charge:R:1
N 0.242 -0.114 -1.674 -0.793
C -0.102 0.044 -0.360 0.178
N -0.590 1.151 0.140 -0.094
O -0.557 1.085 1.469 -0.200
N -0.074 -0.324 1.754 -0.339
C 0.188 -0.953 0.640 0.025
H -0.209 0.513 -2.316 0.394
H 0.304 -1.080 -1.951 0.398
H 0.798 -0.321 2.297 0.432
```

## Properties
Energy above the lowest of the compared OMol25 structures with the same formula, charge and spin: 458.08 kJ/mol
Gap between HOMO and LUMO: 9.2 eV
LUMO energy: 0.002 eV

=====

Record 3
The following is a quantum chemistry calculation of one molecule with the formula C2H3N3O at a distorted geometry, from the OMol25 dataset.

XYZ file:
```
9
Properties=species:S:1:pos:R:3:nbo_charge:R:1
N -0.909 -1.193 -0.435 -0.319
C -0.671 0.121 0.103 0.173
C 0.602 0.820 -0.155 -0.333
N 1.726 0.209 0.068 0.090
N 2.710 -0.313 0.279 0.027
O -0.672 -0.947 0.996 -0.382
H -1.925 -1.328 -0.491 0.329
H -1.522 0.803 0.174 0.178
H 0.662 1.829 -0.539 0.238
```

## Properties
Energy above the lowest of the compared OMol25 structures with the same formula, charge and spin: 434.02 kJ/mol
Gap between HOMO and LUMO: 9.3 eV
LUMO energy: 0.605 eV

=====

Record 4
The following is a quantum chemistry calculation of one molecule with the formula C2H3N3O at a distorted geometry, from the OMol25 dataset.

XYZ file:
```
9
Properties=species:S:1:pos:R:3:nbo_charge:R:1
C 0.016 -1.225 -0.365 -0.650
C 0.015 0.150 0.094 0.173
N 0.755 0.625 1.045 0.033
O 0.721 1.880 1.123 -0.296
N -0.764 2.218 -0.007 0.152
N -0.820 1.131 -0.451 -0.120
H -0.981 -1.621 -0.449 0.230
H 0.493 -1.328 -1.330 0.231
H 0.566 -1.830 0.340 0.247
```

## Properties
Energy above the lowest of the compared OMol25 structures with the same formula, charge and spin: 333.14 kJ/mol
Gap between HOMO and LUMO: 10.0 eV
LUMO energy: 0.048 eV

=====

Record 5
The following is a quantum chemistry calculation of one molecule with the formula C2H3N3O at a distorted geometry, from the OMol25 dataset.

XYZ file:
```
9
Properties=species:S:1:pos:R:3:nbo_charge:R:1
C 0.692 -0.097 -0.113 0.548
C -1.291 0.865 0.052 0.144
H 2.174 0.847 0.423 0.498
H -2.213 1.331 0.499 0.238
H -2.131 -1.226 -0.277 0.420
N -0.003 1.076 -0.211 -0.527
N -1.374 -0.583 0.122 -0.371
N -0.195 -1.178 -0.056 -0.298
O 2.097 -0.095 0.093 -0.653
```

## Properties
Energy above the lowest of the compared OMol25 structures with the same formula, charge and spin: 194.61 kJ/mol
Gap between HOMO and LUMO: 10.1 eV
LUMO energy: 0.902 eV

=====

Record 6
The following is a quantum chemistry calculation of one molecule with the formula C2H3N3O2 at a distorted geometry, from the OMol25 dataset.

XYZ file:
```
10
Properties=species:S:1:pos:R:3:nbo_charge:R:1
C 1.851 -0.197 -0.011 0.340
C -0.166 0.793 -0.030 0.819
H -2.018 -0.220 -0.657 0.365
H -2.043 -0.476 0.868 0.364
H 2.905 -0.146 -0.311 0.218
N -1.634 -1.033 -0.025 -0.561
N -0.273 -0.441 0.235 -0.181
N 0.954 -1.136 -0.136 -0.285
O 1.344 1.034 0.171 -0.480
O -0.920 1.821 -0.103 -0.598
```

## Properties
Energy above the lowest of the compared OMol25 structures with the same formula, charge and spin: 380.35 kJ/mol
Gap between HOMO and LUMO: 10.8 eV
LUMO energy: 0.497 eV

=====

Record 7
The following is a quantum chemistry calculation of a 2-piece molecular cluster, C2H3N3O2 overall at a distorted geometry, from the OMol25 dataset.

XYZ file:
```
10
Properties=species:S:1:pos:R:3:nbo_charge:R:1
C -0.704 1.346 -0.131 0.223
C 0.065 0.144 -0.193 0.029
N -1.229 2.327 0.056 -0.241
N 1.330 0.133 0.305 -0.821
N -0.781 -1.054 0.005 0.494
O -1.974 -0.879 -0.216 -0.338
O -0.175 -2.091 0.259 -0.363
H 0.260 0.187 -1.760 0.202
H 1.281 0.609 1.332 0.385
H 1.926 -0.721 0.343 0.429
```

## Properties
Energy above the lowest of the compared OMol25 structures with the same formula, charge and spin: 612.32 kJ/mol
Gap between HOMO and LUMO: 9.5 eV
LUMO energy: -1.189 eV

=====

Record 8
The following is a quantum chemistry calculation of one molecule with the formula C2H3N3O2 at a distorted geometry, from the OMol25 dataset.

XYZ file:
```
10
Properties=species:S:1:pos:R:3:nbo_charge:R:1
C 0.397 -0.139 -0.050 0.402
C -1.530 0.910 0.000 0.404
H 1.908 1.154 0.277 0.460
H -2.369 1.656 -0.225 0.226
H -0.839 -2.056 -0.157 0.386
N 1.496 -0.726 -0.102 -0.134
N -0.206 1.147 0.107 -0.533
N -0.742 -0.998 0.321 -0.332
O 2.460 0.290 -0.051 -0.550
O -1.927 -0.457 -0.183 -0.330
```

## Properties
Energy above the lowest of the compared OMol25 structures with the same formula, charge and spin: 598.72 kJ/mol
Gap between HOMO and LUMO: 8.8 eV
LUMO energy: -0.163 eV

=====

Record 9
The following is a quantum chemistry calculation of one molecule with the formula C2H3N3O2 at a distorted geometry, from the OMol25 dataset.

XYZ file:
```
10
Properties=species:S:1:pos:R:3:nbo_charge:R:1
C 0.870 -1.079 0.981 0.290
C -0.803 -0.019 -0.055 0.621
H 1.175 1.958 -1.464 0.482
H 1.282 -1.691 1.781 0.208
H -2.819 0.222 0.308 0.391
N 0.537 0.383 -0.539 -0.029
N 1.504 -0.401 0.042 -0.277
N -1.920 0.359 -0.422 -0.727
O 0.630 1.102 -1.693 -0.490
O -0.457 -0.835 1.061 -0.470
```

## Properties
Energy above the lowest of the compared OMol25 structures with the same formula, charge and spin: 429.58 kJ/mol
Gap between HOMO and LUMO: 9.4 eV
LUMO energy: 0.752 eV

=====

Record 10
The following is a quantum chemistry calculation of one molecule with the formula C2H3N3O2 at a distorted geometry, from the OMol25 dataset.

XYZ file:
```
10
Properties=species:S:1:pos:R:3:nbo_charge:R:1
C 1.228 -0.877 0.546 -0.433
C -1.183 1.255 -0.831 0.775
H 2.076 -0.353 0.031 0.245
H 1.205 -1.974 0.324 0.234
H 1.294 -0.689 1.597 0.221
N -0.021 -0.280 0.046 0.064
N -1.214 -0.487 0.494 0.068
N -1.965 0.356 -0.047 -0.330
O -1.490 2.194 -1.441 -0.549
O 0.070 0.855 -0.718 -0.294
```

## Properties
Energy above the lowest of the compared OMol25 structures with the same formula, charge and spin: 347.32 kJ/mol
Gap between HOMO and LUMO: 10.3 eV
LUMO energy: 0.372 eV

=====

Record 11
The following is a quantum chemistry calculation of one molecule with the formula C2H3N3O2 at a distorted geometry, from the OMol25 dataset.

XYZ file:
```
10
Properties=species:S:1:pos:R:3:nbo_charge:R:1
C 0.232 0.380 0.177 0.561
C -1.452 -0.966 0.623 0.835
H 1.452 1.438 -1.172 0.431
H 1.371 2.364 0.488 0.443
H 1.008 -1.219 -0.776 0.389
N 0.999 1.441 -0.199 -0.816
N -0.740 0.140 1.058 -0.581
N 0.279 -0.511 -0.894 -0.336
O -2.318 -1.565 1.146 -0.552
O -0.831 -1.503 -0.451 -0.375
```

## Properties
Energy above the lowest of the compared OMol25 structures with the same formula, charge and spin: 294.20 kJ/mol
Gap between HOMO and LUMO: 10.3 eV
LUMO energy: 0.093 eV

=====

Record 12
The following is a quantum chemistry calculation of one molecule with the formula C2H3N3O2 at a distorted geometry, from the OMol25 dataset.

XYZ file:
```
10
Properties=species:S:1:pos:R:3:nbo_charge:R:1
N -0.412 -0.479 -0.005 -0.406
C 0.572 0.361 -0.036 0.788
N -0.114 -1.816 -0.008 -0.671
O 1.880 0.108 0.009 -0.633
C -1.162 1.661 0.038 0.529
O 0.232 1.654 0.027 -0.471
N -2.246 2.076 -0.019 -0.354
H 2.371 0.942 0.004 0.503
H -0.566 -2.253 -0.812 0.357
H -0.556 -2.254 0.802 0.358
```

## Properties
Energy above the lowest of the compared OMol25 structures with the same formula, charge and spin: 345.09 kJ/mol
Gap between HOMO and LUMO: 9.4 eV
LUMO energy: 0.221 eV

=====

Record 13
The following is a quantum chemistry calculation of one molecule with the formula C2H3N3O3 at a distorted geometry, from the OMol25 dataset.

XYZ file:
```
11
Properties=species:S:1:pos:R:3:nbo_charge:R:1
C 0.496 0.613 -0.734 0.566
C 0.481 -1.482 -0.240 0.249
H 0.345 2.970 0.178 0.465
H 0.531 -2.634 -0.340 0.235
H -1.522 -1.610 1.891 0.485
N 0.717 1.763 -1.250 -0.189
N 1.011 -0.660 -1.030 -0.437
N -0.169 -0.827 0.833 0.076
O -0.096 2.682 -0.615 -0.565
O -1.437 -1.335 0.955 -0.543
O -0.357 0.521 0.351 -0.342
```

## Properties
Energy above the lowest of the compared OMol25 structures with the same formula, charge and spin: 415.51 kJ/mol
Gap between HOMO and LUMO: 9.6 eV
LUMO energy: 0.034 eV

=====

Record 14
The following is a quantum chemistry calculation of one molecule with the formula C2H3N3O3 at a distorted geometry, from the OMol25 dataset.

XYZ file:
```
11
Properties=species:S:1:pos:R:3:nbo_charge:R:1
C 0.951 -0.659 0.016 0.390
C -0.439 -0.462 0.041 0.266
H 0.618 -2.557 -0.349 0.522
H -2.467 1.911 0.109 0.495
H -2.176 -0.705 -0.076 0.343
N 1.620 0.439 0.299 -0.067
N -0.712 0.845 0.469 0.080
N -1.379 -1.218 -0.421 -0.616
O 1.413 -1.922 -0.176 -0.645
O 0.648 1.393 0.328 -0.237
O -1.529 1.481 -0.459 -0.531
```

## Properties
Energy above the lowest of the compared OMol25 structures with the same formula, charge and spin: 477.30 kJ/mol
Gap between HOMO and LUMO: 8.9 eV
LUMO energy: -0.445 eV

=====

Record 15
The following is a quantum chemistry calculation of a 2-piece molecular cluster, C2H3N3OS overall at a distorted geometry, from the OMol25 dataset.

XYZ file:
```
10
Properties=species:S:1:pos:R:3:nbo_charge:R:1
C -0.067 -0.756 -2.063 0.702
C 0.317 0.436 -1.922 -0.791
N -0.200 0.245 2.166 0.215
N -1.381 0.500 2.324 -0.487
N 0.604 -0.494 1.732 -0.188
O -0.469 -1.830 -1.920 -0.442
S 1.908 -1.302 1.577 0.110
H 0.077 0.932 -0.916 0.261
H 0.873 1.066 -2.630 0.269
H -1.663 1.203 1.653 0.350
```

## Properties
Energy above the lowest of the compared OMol25 structures with the same formula, charge and spin: 502.20 kJ/mol
Gap between HOMO and LUMO: 7.9 eV
LUMO energy: -0.466 eV

=====

Record 16
The following is a quantum chemistry calculation of C2H3N3OS as an isolated structure at a distorted geometry, from the OMol25 dataset.

XYZ file:
```
10
Properties=species:S:1:pos:R:3:nbo_charge:R:1
C -1.270 1.173 0.147 -0.093
C -0.638 -0.033 0.088 0.315
N -2.633 1.366 -0.006 -0.757
N -2.340 -1.377 0.070 -0.876
N 0.534 -0.544 -0.112 -0.759
O -4.669 -0.158 -0.101 -0.851
S -3.224 -0.154 0.041 1.948
H -0.527 2.010 -0.035 0.248
H 1.005 -0.977 0.719 0.410
H 0.674 -0.880 -1.087 0.412
```

## Properties
Energy above the lowest of the compared OMol25 structures with the same formula, charge and spin: 443.40 kJ/mol
Gap between HOMO and LUMO: 9.2 eV
LUMO energy: -0.014 eV

=====

Record 17
The following is a quantum chemistry calculation of one molecule with the formula C2H3N3OS2 at a distorted geometry, from the OMol25 dataset.

XYZ file:
```
11
Properties=species:S:1:pos:R:3:nbo_charge:R:1
C 0.573 2.237 1.135 -0.403
C -0.539 0.249 -0.241 -0.641
N 1.284 1.256 1.476 -0.019
N 1.305 0.101 1.488 0.034
N -0.837 -2.330 -0.805 -1.085
O 0.271 -0.586 -2.300 -0.914
S -0.701 1.862 -0.148 0.538
S -0.969 -0.892 -1.596 1.452
H 0.920 3.219 1.240 0.227
H -1.369 -2.444 0.073 0.402
H 0.062 -2.672 -0.322 0.409
```

## Properties
Energy above the lowest of the compared OMol25 structures with the same formula, charge and spin: 538.36 kJ/mol
Gap between HOMO and LUMO: 8.1 eV
LUMO energy: -0.668 eV

=====

Record 18
The following is a quantum chemistry calculation of one molecule with the formula C2H3N3S at a distorted geometry, from the OMol25 dataset.

XYZ file:
```
9
Properties=species:S:1:pos:R:3:nbo_charge:R:1
C 0.388 -0.085 -0.030 -0.064
C -0.507 0.984 -0.012 -0.158
H 2.295 1.093 0.203 0.155
H -0.301 2.029 -0.111 0.222
H -0.154 -2.148 0.135 0.419
N -1.783 0.426 -0.041 -0.215
N -1.667 -0.854 -0.065 -0.060
N -0.389 -1.198 -0.020 -0.354
S 2.116 -0.246 -0.061 0.056
```

## Properties
Energy above the lowest of the compared OMol25 structures with the same formula, charge and spin: 96.59 kJ/mol
Gap between HOMO and LUMO: 9.5 eV
LUMO energy: 0.526 eV

=====

Record 19
The following is a quantum chemistry calculation of one molecule with the formula C2H3N3S at a distorted geometry, from the OMol25 dataset.

XYZ file:
```
9
Properties=species:S:1:pos:R:3:nbo_charge:R:1
N -1.956 0.393 1.038 -0.387
N -1.663 1.186 -0.010 -0.143
S -0.842 -0.879 1.465 0.583
C -0.425 0.811 -0.399 -0.157
C 0.117 -0.292 0.216 -0.064
N 1.354 -0.754 -0.122 -0.820
H 0.017 1.404 -1.206 0.208
H 1.391 -1.716 -0.385 0.386
H 2.007 -0.153 -0.596 0.394
```

## Properties
Energy above the lowest of the compared OMol25 structures with the same formula, charge and spin: 147.33 kJ/mol
Gap between HOMO and LUMO: 9.1 eV
LUMO energy: 0.326 eV

=====

Record 20
The following is a quantum chemistry calculation of C2H3N3S2 as an isolated structure at a distorted geometry, from the OMol25 dataset.

XYZ file:
```
10
Properties=species:S:1:pos:R:3:nbo_charge:R:1
C 0.983 1.884 1.244 -0.090
C -0.653 1.395 -0.081 0.481
N -0.035 2.356 0.537 -0.570
N -0.406 0.208 -0.048 -0.573
N -0.781 -2.301 -1.154 -0.785
S 1.377 0.273 1.321 0.035
S -0.863 -2.746 -2.639 0.478
H 1.568 2.605 1.791 0.218
H -0.705 -0.665 -0.488 0.441
H -0.486 -3.009 -0.483 0.364
```

## Properties
Energy above the lowest of the compared OMol25 structures with the same formula, charge and spin: 379.49 kJ/mol
Gap between HOMO and LUMO (spin up / spin down): 6.0 / 6.0 eV
LUMO energy (spin up / spin down): -2.239 / -2.245 eV